C33H30InN5OSi as an isolated structure, computed with the ωB97M-V functional and the def2-TZVPD basis.

```
71
C33H30InN5OSi (the ωB97M-V functional and the def2-TZVPD basis)
In -0.667 0.571 -0.088
Si 1.650 -0.333 -0.756
O -2.690 0.781 -0.867
N -2.298 -1.414 -0.622
N -0.818 2.691 0.708
N -1.280 0.421 2.082
N -1.824 -3.644 -0.477
N -4.358 -0.640 -1.467
C -1.165 1.550 2.801
C 2.936 0.286 -3.211
C 2.598 -0.774 3.255
C 2.365 0.790 -2.042
C -1.490 -0.744 2.700
C -0.982 2.815 2.034
C -2.691 -2.681 -0.781
C 1.640 -4.476 -1.088
C 3.506 2.511 -3.922
C 3.676 0.533 1.051
C -1.228 1.517 4.186
C -0.664 3.778 -0.052
C -4.005 -2.973 -1.251
C 1.843 -3.181 -0.621
C 1.347 -2.081 -1.328
C 2.514 -0.223 0.893
C 2.377 2.174 -1.831
C 0.648 -2.315 -2.518
C -1.437 0.306 4.827
C 4.292 0.636 2.292
C 1.987 -0.873 2.016
C -0.998 4.065 2.632
C -1.584 -0.847 4.073
C -4.791 -1.927 -1.579
C 2.944 3.029 -2.761
C 3.755 -0.014 3.393
C -0.671 5.054 0.477
C 0.952 -4.686 -2.274
C -0.840 5.195 1.844
C -5.198 0.503 -1.849
C -3.105 -0.410 -0.988
C 3.503 1.143 -4.146
C 0.458 -3.603 -2.994
H -1.144 4.170 3.696
H 1.093 -1.485 1.918
H -0.548 5.909 -0.171
H -1.487 0.267 5.907
H -0.846 -3.408 -0.370
H 4.241 0.061 4.356
H -5.383 1.131 -0.981
H 1.960 2.588 -0.916
H 2.416 -3.029 0.286
H 2.188 -1.296 4.110
H -6.139 0.122 -2.235
H -1.761 -1.807 4.536
H -5.796 -2.054 -1.956
H 2.960 4.097 -2.582
H -0.533 3.611 -1.115
H -2.049 -4.606 -0.669
H -4.695 1.087 -2.614
H -0.062 -3.765 -3.928
H 0.265 -1.478 -3.095
H 2.947 -0.782 -3.396
H -1.588 -1.612 2.060
H -1.112 2.418 4.767
H -0.853 6.177 2.297
H 5.199 1.216 2.396
H 0.817 -5.692 -2.650
H 3.946 0.740 -5.047
H 2.045 -5.316 -0.539
H -4.356 -3.987 -1.362
H 4.113 1.038 0.198
H 3.950 3.176 -4.650
```

Summary:
orbital gap = 7.5 eV
LUMO level = -5.9 eV
E_HOMO = -13.40 eV
DFT total energy = -2103.83212 Ha
total charge = +2